(1)
Formula: C36H31AsCeF6NO3P
Source: the Open Molecules 2025 dataset
Level of theory: ωB97M-V/def2-TZVPD

Each line ends with the Löwdin charge.
Atoms and positions in Å:
Ce 0.122 0.488 -2.648  1.45
O 0.173 -3.231 -4.582  0.19
C -0.086 -2.135 -4.194  -0.49
O 0.690 -1.357 -3.463  -0.16
C -1.453 -1.526 -4.507  -0.14
C -2.298 -2.174 -5.384  0.05
C -3.547 -1.628 -5.637  0.02
C -3.905 -0.448 -4.998  0.00
C -3.010 0.143 -4.133  -0.07
N -1.801 -0.380 -3.880  -0.02
H -1.957 -3.091 -5.845  0.14
H -4.228 -2.115 -6.322  0.13
H -4.870 0.009 -5.169  0.13
H -3.256 1.063 -3.618  0.13
C -2.206 -1.433 1.091  -0.37
C -1.288 -1.703 2.294  -0.39
As -1.071 -0.163 3.553  1.32
C 0.828 0.316 3.393  -0.41
C 1.872 -0.556 3.102  -0.13
C 3.188 -0.109 3.079  -0.08
C 3.478 1.222 3.347  -0.08
C 2.447 2.099 3.661  -0.08
C 1.136 1.645 3.685  -0.14
C -0.906 -1.237 5.182  -0.41
C -0.102 -2.371 5.263  -0.12
C -0.033 -3.103 6.437  -0.07
C -0.774 -2.711 7.545  -0.07
C -1.577 -1.583 7.475  -0.07
C -1.642 -0.849 6.298  -0.13
P -1.549 -0.534 -0.414  1.09
C 0.107 -1.368 -0.593  -0.44
C 1.409 -0.849 -0.518  -0.17
C 2.503 -1.659 -0.821  -0.03
C 2.325 -2.982 -1.182  0.00
C 1.039 -3.509 -1.256  -0.01
C -0.052 -2.706 -0.990  -0.09
C -1.433 1.175 0.257  -0.40
C -0.326 2.016 0.375  -0.13
C -0.474 3.311 0.861  -0.05
C -1.721 3.785 1.223  -0.03
C -2.840 2.969 1.075  -0.04
C -2.699 1.687 0.584  -0.11
H -3.067 -0.850 1.422  0.07
H -2.602 -2.375 0.705  0.08
H -0.332 -2.133 1.999  0.05
H -1.802 -2.458 2.890  0.08
H 1.672 -1.601 2.897  0.08
H 3.991 -0.807 2.869  0.11
H 4.503 1.569 3.333  0.11
H 2.667 3.132 3.901  0.11
H 0.333 2.328 3.942  0.09
H 0.479 -2.694 4.407  0.09
H 0.597 -3.982 6.488  0.11
H -0.723 -3.286 8.460  0.11
H -2.157 -1.276 8.335  0.11
H -2.270 0.033 6.244  0.09
H 1.615 0.137 -0.118  0.10
H 3.502 -1.248 -0.743  0.13
H 3.180 -3.603 -1.413  0.13
H 0.889 -4.540 -1.548  0.13
H -1.052 -3.119 -1.089  0.13
H 0.679 1.677 0.168  0.08
H 0.401 3.938 0.977  0.13
H -1.828 4.787 1.616  0.12
H -3.820 3.335 1.348  0.12
H -3.581 1.066 0.465  0.11
C 1.957 3.286 -5.469  0.07
C 1.607 2.600 -4.154  -0.41
O 0.329 2.094 -4.035  -0.19
C 2.593 1.398 -3.984  -0.52
F 2.505 0.887 -2.663  0.04
F 2.159 0.384 -4.741  0.19
F 3.851 1.601 -4.218  0.27
C 1.831 3.556 -2.956  -0.53
F 1.183 4.690 -3.096  0.23
F 1.294 2.921 -1.829  0.07
F 3.101 3.791 -2.690  0.23
H 1.847 2.573 -6.285  0.12
H 2.982 3.652 -5.435  0.12
H 1.275 4.118 -5.630  0.12

Calculated values
**F_max**: 0.03322 hartree/bohr
**Total charge**: +2
**Gap between HOMO and LUMO (spin up / spin down)**: 0.1523 / 0.1522 hartree
**LUMO (spin up / spin down)**: -8.7454 / -8.7482 eV



(2)
Formula: C4H9N3
Source: the Open Molecules 2025 dataset
Level of theory: ωB97M-V/def2-TZVPD

Each line ends with the Löwdin charge.
Atoms and positions in Å:
C 1.177 1.140 -1.093  -0.07
N -0.916 -0.118 -0.411  0.09
C -0.709 -0.341 0.901  -0.49
C 0.415 -0.158 -1.132  -0.47
N -1.731 -0.159 1.788  0.14
C 0.651 -0.504 1.171  -0.02
N 0.562 -0.901 -2.164  0.12
H -1.802 -0.354 -0.847  0.14
H -1.497 -0.181 2.766  0.10
H -2.528 0.398 1.520  0.10
H -0.035 -1.724 -2.171  0.04
H 0.845 1.792 -0.287  0.07
H 1.090 1.631 -2.062  0.07
H 2.229 0.915 -0.926  0.08
H 1.035 -0.070 2.087  0.04
H 1.214 -1.368 0.860  0.06

Calculated values
**F_max**: 0.06953 hartree/bohr
**Structure (SMILES)**: [H]/N=C(/C)NC(=C)N
**Gap between HOMO and LUMO**: 0.3063 hartree
**LUMO**: 0.7491 eV
**ΔE to the lowest compared entry with this formula, charge and spin**: 218.0 kJ/mol



(3)
Formula: C4H10Cl6NO3Sn
Source: the Open Molecules 2025 dataset
Level of theory: ωB97M-V/def2-TZVPD

Each line ends with the Löwdin charge.
Atoms and positions in Å:
Sn -2.167 2.173 0.759  1.64
O -0.876 0.740 0.094  -0.82
H -0.171 0.237 -0.358  -0.06
C 1.535 0.432 0.832  -0.03
N 2.288 -0.079 -0.318  -0.44
O 2.154 -1.225 -0.699  0.05
O 3.024 0.718 -0.900  -0.06
H 0.859 -0.325 1.230  -0.04
H 0.887 1.245 0.504  0.05
H 2.118 0.775 1.686  0.14
C -0.695 -0.989 1.937  -1.00
Cl -2.297 -1.567 2.673  0.47
Cl 0.692 -1.804 2.701  0.65
H -0.720 -1.068 0.851  -0.06
H -0.572 0.073 2.150  0.00
C 0.439 1.587 -1.653  -0.96
Cl 1.887 2.398 -2.260  0.69
Cl 0.270 -0.014 -2.363  0.73
H 0.459 1.523 -0.565  -0.06
H -0.478 2.154 -1.819  0.04
C -1.676 -1.277 -0.894  -1.06
Cl -1.646 -1.753 -2.585  0.57
Cl -2.564 -2.415 0.147  0.57
H -0.664 -1.247 -0.491  -0.03
H -2.083 -0.294 -0.658  0.00

Calculated values
**F_max**: 0.13076 hartree/bohr
**Total charge**: +1
**Gap between HOMO and LUMO**: 0.1984 hartree
**LUMO**: -7.4842 eV
**ΔE to the lowest compared entry with this formula, charge and spin**: 0.0 kJ/mol